1.
Formula: CH3Cl2OPS
Source: OMol25
Level of theory: wB97M-V/def2-TZVPD

Summary:
LUMO energy   0.218 eV
Structure (SMILES)   O[P@@](=S)(Cl)CCl
Frontier orbital gap   9.55 eV
Electronic energy   -1775.1031 Ha

```
9
Properties=species:S:1:pos:R:3:nbo_charge:R:1
C 1.00725 0.15737 -0.82950 -0.63
O -0.53187 0.20611 1.53752 -1.00
P -0.93031 -0.03881 0.05933 1.40
S -1.86623 -1.76608 -0.23244 -0.50
Cl 1.93718 -1.00266 0.15462 -0.05
Cl -1.55928 1.79122 -0.39283 -0.22
H 1.10609 1.27834 -0.47128 0.23
H 1.28101 -0.00266 -1.84274 0.23
H -0.44384 -0.62283 2.01732 0.53
```


2.
Formula: CH3Cl2OPS
Source: OMol25
Level of theory: wB97M-V/def2-TZVPD

Summary:
LUMO energy (spin up / spin down)   -2.624 / -2.764 eV
Frontier orbital gap (spin up / spin down)   6.97 / 7.12 eV
Electronic energy   -1775.0104 Ha

```
9
Properties=species:S:1:pos:R:3:nbo_charge:R:1
C 0.51188 -0.39089 -0.81256 -0.27
O 1.45623 0.51178 -0.13508 -0.83
P 2.85788 -0.16970 0.20531 1.19
S 1.51875 -2.71704 1.28524 -0.13
Cl 3.97230 -0.10875 -1.58289 -0.32
Cl 3.53574 1.50158 1.08717 -0.25
H 0.92627 -1.00107 -1.52790 0.20
H -0.22225 0.31201 -1.23835 0.21
H 0.01120 -0.92593 0.06109 0.21
```


3.
Formula: CH3ClFNS
Source: OMol25
Level of theory: wB97M-V/def2-TZVPD

Summary:
LUMO energy   -0.258 eV
Frontier orbital gap   9.53 eV
Electronic energy   -1052.8231 Ha

```
8
Properties=species:S:1:pos:R:3:nbo_charge:R:1
C -0.17430 -1.05336 0.10268 -0.13
N 0.60099 1.36356 0.67871 -1.01
F -1.00993 -1.82003 0.84931 -0.33
S -0.64946 0.71980 -0.08210 0.98
Cl -0.15237 0.60961 -2.14618 -0.32
H 0.72522 -0.76157 0.80038 0.22
H 0.13268 -1.40553 -0.91760 0.22
H 0.52717 2.34753 0.71481 0.36
```


4.
Formula: CH3ClFP
Source: OMol25
Level of theory: wB97M-V/def2-TZVPD

Summary:
Multiplicity   3
LUMO energy (spin up / spin down)   0.762 / -3.063 eV
Frontier orbital gap (spin up / spin down)   5.88 / 7.42 eV
Electronic energy   -941.1065 Ha

```
7
Properties=species:S:1:pos:R:3:lowdin_spin:R:1
C 0.23500 -0.19446 0.77008 0.33
F 0.74755 -1.18512 1.49444 0.10
P -1.61768 -0.68022 -0.12651 1.11
Cl -1.55471 -2.62847 0.01433 0.31
H 0.11705 0.68444 1.45090 0.01
H 0.83061 0.23246 -0.09813 0.04
H -0.95191 -0.38303 -1.20731 0.11
```


5.
Formula: CH3ClN2
Source: OMol25
Level of theory: wB97M-V/def2-TZVPD

Summary:
LUMO energy (spin up / spin down)   0.908 / 0.907 eV
Frontier orbital gap (spin up / spin down)   8.60 / 8.60 eV
Electronic energy   -609.4980 Ha

```
7
Properties=species:S:1:pos:R:3:nbo_charge:R:1
C -0.64566 0.63378 0.50479 -0.22
N 0.22614 -0.17695 -0.24876 -0.18
N 1.14832 -0.88845 0.20025 -0.53
Cl -1.90861 1.58959 -0.18136 0.01
H -0.57363 0.41412 1.55284 0.21
H 0.14803 -0.17287 -1.30095 0.38
H 1.60541 -1.39921 -0.52679 0.32
```


6.
Formula: CH3ClN2O2
Source: OMol25
Level of theory: wB97M-V/def2-TZVPD

Summary:
LUMO energy (spin up / spin down)   -0.073 / -0.062 eV
Frontier orbital gap (spin up / spin down)   8.91 / 9.06 eV
Electronic energy   -759.8986 Ha

```
9
Properties=species:S:1:pos:R:3:nbo_charge:R:1
C -0.37655 -0.27678 -0.37950 -0.22
N 1.13114 1.40341 0.43500 0.06
N 0.75993 0.65042 -0.56438 0.21
O 2.00834 2.29184 0.28557 -0.43
O 1.37036 0.57388 -1.65895 -0.42
Cl -1.72515 0.51571 0.49092 -0.03
H -0.72690 -0.55550 -1.27738 0.23
H -0.09039 -1.18446 0.01915 0.22
H 0.26060 1.56823 1.10138 0.37
```


7.
Formula: CH3ClN2O2
Source: OMol25
Level of theory: wB97M-V/def2-TZVPD

Summary:
Multiplicity   3
LUMO energy (spin up / spin down)   0.684 / -1.475 eV
Frontier orbital gap (spin up / spin down)   7.63 / 8.48 eV
Electronic energy   -759.7881 Ha

```
9
Properties=species:S:1:pos:R:3:lowdin_spin:R:1
C -0.26053 0.41163 -0.25610 -0.02
N 1.50144 -0.59279 1.21487 0.41
N 1.29290 -0.62581 -0.05358 0.48
O 2.41252 -1.23430 1.85738 0.62
O 1.67925 -1.18345 -1.08109 0.51
Cl -1.42352 0.14277 1.00451 0.00
H 0.24793 1.26853 -0.21870 0.00
H -0.51095 0.02992 -1.24544 0.00
H 0.77365 -0.15095 1.78126 0.01
```


8.
Formula: CH3ClN2O2
Source: OMol25
Level of theory: wB97M-V/def2-TZVPD

Summary:
Multiplicity   3
LUMO energy (spin up / spin down)   0.912 / -0.854 eV
Frontier orbital gap (spin up / spin down)   8.62 / 10.08 eV
Electronic energy   -759.8783 Ha

```
9
Properties=species:S:1:pos:R:3:lowdin_spin:R:1
C -0.75472 0.58030 0.49428 0.03
N -0.37337 -0.45561 -0.39520 0.31
N 1.89047 -0.15859 -0.58794 0.73
O 0.02066 -1.54198 0.07100 0.49
O 1.94352 -1.14340 -0.00944 0.39
Cl -0.18856 2.04193 -0.25642 0.02
H -1.83498 0.69277 0.66656 0.01
H -0.27290 0.28565 1.43706 0.00
H -0.43012 -0.30107 -1.41992 0.01
```


9.
Formula: CH3ClN2S
Source: OMol25
Level of theory: wB97M-V/def2-TZVPD

Summary:
Multiplicity   3
LUMO energy (spin up / spin down)   0.581 / -1.279 eV
Frontier orbital gap (spin up / spin down)   8.67 / 7.06 eV
Electronic energy   -1007.6153 Ha

```
8
Properties=species:S:1:pos:R:3:lowdin_spin:R:1
C 0.36656 1.08031 1.52236 0.19
N -0.24583 -0.06453 -0.52193 0.01
N 0.21782 0.03317 0.79581 0.01
S 0.59945 0.52567 4.21645 1.76
Cl 0.07570 2.59342 0.83848 0.03
H -0.39618 0.87761 -0.88561 0.00
H 0.40283 -0.58624 -1.10867 0.00
H 0.34454 -0.86894 1.24947 0.00
```


10.
Formula: CH3ClO3S
Source: OMol25
Level of theory: wB97M-V/def2-TZVPD

Summary:
LUMO energy   -0.514 eV
Frontier orbital gap   10.60 eV
Electronic energy   -1123.9502 Ha

```
9
Properties=species:S:1:pos:R:3:nbo_charge:R:1
C 0.79704 1.43771 0.45178 0.28
O -1.96433 1.92049 1.56408 -0.86
O -1.95419 0.49241 -0.43797 -0.90
O 0.40090 2.08846 -0.48415 -0.51
S -1.92774 1.80851 0.13779 1.70
Cl -1.70302 -2.54131 -1.44374 -0.25
H -2.24112 -1.49922 -1.33281 0.25
H 1.88512 1.06941 0.49765 0.14
H 0.10539 1.05522 1.32266 0.14
```